#P
Computed, not measured: the molecule C5H9ClN2, with ωB97M-V with the def2-TZVPD basis set.

The geometry in ORCA input format:
```
! wB97M-V def2-TZVPD RIJCOSX def2/J DEFGRID3
* xyz 0 1
C 1.65 -1.16 -0.70
C -0.54 -1.17 0.40
C -1.62 -0.02 0.45
C -0.79 1.27 0.64
C 0.45 1.00 -0.16
H 2.18 -0.38 -1.37
H 2.46 -1.59 -0.02
H 1.02 -1.92 -1.45
H -0.74 -2.07 -0.31
H -0.49 -1.51 1.52
H -2.21 -0.34 1.29
H -1.47 2.21 0.45
H -0.13 1.26 1.66
H 1.01 2.79 -0.81
N 0.63 -0.34 -0.06
N 1.31 1.84 -0.67
Cl -2.69 0.12 -0.87
*
```

Results
- Frontier orbital gap: 9.381 eV
- E_HOMO: -8.68 eV
- LUMO: 0.704 eV
- SMILES: [H]/N=C1\C[C@@H](Cl)CN1C

How is the electron density shared among the atoms? According to Mulliken, the charges in e are: number 1, C, carries -0.961; number 2, C, carries -0.648; number 3, C, carries 0.053; number 4, C, carries -0.597; number 5, C, carries 0.588; number 6, H, carries 0.366; number 7, H, carries 0.239; number 8, H, carries 0.288; number 9, H, carries 0.334; number 10, H, carries 0.219; number 11, H, carries 0.316; number 12, H, carries 0.367; number 13, H, carries 0.199; number 14, H, carries 0.216; number 15, N, carries 0.054; number 16, N, carries -0.840; number 17, Cl, carries -0.194

#Q
Computed, not measured: the molecule C5H9ClN2, with ωB97M-V with the def2-TZVPD basis set.

The geometry in ORCA input format:
```
! wB97M-V def2-TZVPD RIJCOSX def2/J DEFGRID3
* xyz 0 1
C -0.78 -0.04 -0.08
C -0.07 0.42 -1.22
C 1.40 0.27 -0.72
C 0.19 -1.01 0.65
C -0.22 0.47 1.18
H -2.65 -0.30 0.75
H -2.38 -0.88 -0.77
H -0.06 1.58 -1.37
H -0.25 -0.25 -2.11
H 1.62 1.13 0.08
H 2.06 0.52 -1.60
H 2.46 -0.76 0.51
H -0.27 -1.98 1.15
H 0.71 1.07 1.18
N -2.13 -0.13 -0.17
N 1.53 -0.96 -0.01
Cl -1.15 0.82 2.54
*
```

Results
- Frontier orbital gap: 9.140 eV
- E_HOMO: -8.21 eV
- LUMO: 0.933 eV
- SMILES: N[C@]12CCN[C@H]1[C@@H]2Cl

How is the electron density shared among the atoms? According to Mulliken, the charges in e are: number 1, C, carries 0.286; number 2, C, carries -0.193; number 3, C, carries -0.822; number 4, C, carries -0.266; number 5, C, carries 0.158; number 6, H, carries 0.283; number 7, H, carries 0.282; number 8, H, carries 0.217; number 9, H, carries 0.329; number 10, H, carries 0.197; number 11, H, carries 0.380; number 12, H, carries 0.297; number 13, H, carries 0.305; number 14, H, carries -0.055; number 15, N, carries -0.678; number 16, N, carries -0.498; number 17, Cl, carries -0.221

It turns out #P is the most stable, with the second structure 145.9 kJ/mol higher.